DFT (wB97M-V/def2-TZVPD) results for 9 unconnected molecules or ions with the total composition C30H66N6O12 at a distorted geometry.

ORCA input file:
```
! RIJCOSX wB97M-V def2-TZVPD def2/J DEFGRID3
* xyz 0 1
C -1.29298 -4.66536 -4.79368
O -2.39964 -5.15002 -5.16911
N -1.09759 -4.29638 -3.48997
C 0.10356 -3.54280 -3.18472
C -2.11945 -4.56637 -2.43635
H -0.44793 -4.44847 -5.46528
H 0.63116 -3.21650 -4.08097
H 0.71903 -4.16944 -2.53927
H -0.21622 -2.70955 -2.55899
H -1.72627 -5.11414 -1.57993
H -2.53165 -3.61691 -2.09475
H -2.95737 -5.14728 -2.82175
C 4.20461 -3.51072 -2.70361
O 4.84847 -3.52246 -3.69251
N 3.79662 -2.42478 -2.06478
C 2.95426 -2.47177 -0.87773
C 3.91843 -1.11986 -2.70555
H 3.89478 -4.45257 -2.22493
H 3.23299 -1.63238 -0.24068
H 3.18275 -3.37715 -0.31543
H 1.87569 -2.48521 -1.03456
H 2.97029 -0.61752 -2.89731
H 4.62915 -0.48373 -2.17802
H 4.33574 -1.24354 -3.70489
C 1.41144 0.15401 2.71965
O 1.96429 -0.69604 2.00810
N 2.05929 0.86219 3.66002
C 1.22752 1.66582 4.55180
C 3.43763 0.76991 4.00732
H 0.36572 0.49547 2.67434
H 0.14724 1.55900 4.45338
H 1.34953 2.74518 4.46141
H 1.36144 1.29562 5.56823
H 3.62402 0.72315 5.08025
H 4.00325 -0.02922 3.52820
H 3.93530 1.65953 3.62129
C -0.37909 5.52336 3.19706
O -1.60354 5.46212 3.36062
N 0.37641 4.72241 2.44045
C 1.80776 4.88817 2.31205
C -0.16587 3.52903 1.72195
H 0.24133 6.32826 3.62063
H 1.95431 5.18037 1.27222
H 2.39516 4.01622 2.59975
H 2.20381 5.65201 2.98122
H -1.24432 3.47574 1.87085
H 0.11139 3.51421 0.66790
H 0.19662 2.56038 2.06605
C -4.84065 1.06321 -0.06741
O -5.22330 0.30405 -0.96077
N -4.58523 0.69382 1.20226
C -4.22076 1.64806 2.23832
C -4.86513 -0.66141 1.67657
H -4.69553 2.14387 -0.22010
H -3.85409 2.61180 1.88496
H -3.36792 1.24949 2.78777
H -5.00501 1.86740 2.96284
H -4.00097 -1.04979 2.21557
H -5.73732 -0.76925 2.32136
H -5.06243 -1.33257 0.84067
C -0.65433 -4.15060 5.74383
O -1.38200 -4.23459 4.78662
N 0.52941 -3.55352 5.77993
C 1.24222 -3.50973 7.07294
C 1.26502 -3.06748 4.59558
H -1.00508 -4.58203 6.69413
H 1.44955 -2.46923 7.32291
H 2.15516 -4.10461 7.04571
H 0.75052 -3.89879 7.96455
H 1.47042 -2.00981 4.76064
H 2.12176 -3.69955 4.36195
H 0.61057 -3.12688 3.72595
O -5.15855 0.83262 -5.90902
C -4.14322 1.02544 -5.20224
O -3.25676 0.17997 -4.87001
C -3.31319 -1.21535 -5.17301
C -3.92719 -1.91300 -3.94569
C -3.73962 2.38058 -4.73180
H -2.30903 -1.47775 -5.50606
H -3.99806 -1.40071 -6.00049
H -3.94387 -2.99893 -4.03834
H -4.92382 -1.51637 -3.75200
H -3.31212 -1.70496 -3.07019
H -2.67076 2.57975 -4.80917
H -4.07994 2.41633 -3.69691
H -4.30272 3.13338 -5.28343
O -1.39433 -0.44608 1.30239
C -1.11871 -1.25920 0.41882
O -1.17523 -1.09840 -0.92414
C -1.63247 0.12734 -1.45006
C -0.43134 1.17340 -1.54119
C -0.57102 -2.62179 0.79010
H -2.46068 0.57176 -0.89810
H -1.91958 -0.17818 -2.45621
H 0.49977 0.75917 -1.92790
H -0.30625 1.65403 -0.57090
H -0.68752 1.96864 -2.24124
H -1.46748 -3.14677 1.12000
H 0.10114 -2.58403 1.64736
H -0.05505 -3.04450 -0.07199
O 1.77453 3.85434 -1.35755
C 2.85914 3.26491 -1.15040
O 3.98503 3.33349 -1.84370
C 4.17742 4.21519 -2.99690
C 4.51897 5.67647 -2.45891
C 2.95640 2.19412 -0.05340
H 3.32964 4.22842 -3.68188
H 5.01560 3.87941 -3.60748
H 5.39480 5.60120 -1.81444
H 3.66913 6.08803 -1.91438
H 4.79590 6.33178 -3.28473
H 3.39638 1.29213 -0.47874
H 1.98158 1.83185 0.27310
H 3.45912 2.57847 0.83409
*
```

## Properties
Energy relative to the best compared isomer or geometry (same formula, charge and spin): 0.0 kcal per mole
HOMO energy: -0.3381 hartree
E_tot: -65690.22234 eV
Structure (SMILES): CCOC(C)=O.CCOC(C)=O.CCOC(C)=O.CN(C)C=O.CN(C)C=O.CN(C)C=O.CN(C)C=O.CN(C)C=O.CN(C)C=O

Atom charges from the Mulliken analysis, given in e for atoms 1 to 99: 0.113, -0.623, 0.225, -0.534, -0.849, 0.339, 0.389, 0.359, -0.183, 0.354, 0.148, 0.341, 0.130, -0.559, 0.161, -1.020, -1.010, 0.336, 0.287, 0.373, 0.275, 0.275, 0.312, 0.380, -0.193, -0.601, 0.735, -1.199, -1.090, 0.301, 0.389, 0.344, 0.356, 0.360, 0.297, 0.281, 0.139, -0.601, 0.216, -0.802, -0.306, 0.301, 0.343, 0.039, 0.393, 0.127, 0.257, 0.013, 0.020, -0.619, 0.313, -0.953, -1.000, 0.418, 0.294, 0.243, 0.354, 0.278, 0.360, 0.278, 0.079, -0.561, 0.192, -0.941, -0.472, 0.302, 0.280, 0.329, 0.339, 0.236, 0.324, -0.134, -0.635, 0.849, -0.309, -0.432, -0.367, -0.913, 0.262, 0.440, 0.365, 0.365, -0.328, 0.295, 0.126, 0.334, -0.564, 0.621, 0.021, 0.672, -0.634, -0.154, -0.433, -0.158, -0.022, -0.108, 0.565, 0.454, -0.510

***

DFT (wB97M-V/def2-TZVPD) results for a molecular structure, C22H30BrCl3FGeIrN6O3SSi at a distorted geometry.

ORCA input file:
```
! RIJCOSX wB97M-V def2-TZVPD def2/J DEFGRID3
* xyz 1 2
Ir 0.25548 0.07728 0.71368
C -3.46817 3.25347 0.49930
Si -1.74646 2.63663 0.86534
C -1.59538 2.43329 2.71868
C -0.50597 3.87989 0.21942
N -1.43464 1.07698 0.10766
C -2.02656 0.60824 -1.07876
C -2.70675 1.42112 -1.98997
C -3.28809 0.89844 -3.13832
C -3.20738 -0.45724 -3.41989
C -2.52256 -1.28501 -2.54118
C -1.95937 -0.72593 -1.42417
F -1.24554 -1.53426 -0.56251
H -3.80905 3.86115 1.34503
H -4.18022 2.43322 0.36850
H -3.51055 3.88683 -0.39104
H -0.83318 3.09589 3.14357
H -1.33742 1.41220 2.99207
H -2.54953 2.68507 3.19212
H -0.34685 4.68989 0.94019
H -0.85469 4.33159 -0.71393
H 0.45878 3.40780 0.00960
H -2.75917 2.48459 -1.79366
H -3.80306 1.56191 -3.82249
H -3.66186 -0.86567 -4.31228
H -2.42095 -2.34898 -2.72104
C -3.39998 -2.50001 3.98186
N -2.44071 -1.51328 3.51821
C -1.57260 -1.69604 2.52179
N -1.61156 -2.84201 1.84541
O -0.72557 -0.76160 2.31078
H -3.85031 -2.13717 4.89987
H -2.91199 -3.45241 4.20055
H -4.19380 -2.66254 3.24941
H -2.35331 -0.63764 4.00540
H -2.38026 -3.48021 1.95161
H -0.95887 -2.94719 1.07762
C 1.33868 -5.56096 2.51550
C 1.42074 -5.24069 1.01615
C 1.82022 -3.81265 0.79277
N 1.00323 -2.82654 0.77473
N 1.61569 -1.59776 0.62169
C 2.93202 -1.69446 0.52550
N 3.77393 -0.68241 0.32672
S 3.47857 -3.32630 0.62527
H 1.04340 -6.59931 2.66602
H 0.61016 -4.91143 3.00303
H 2.30634 -5.41276 2.99838
H 0.45253 -5.39363 0.54152
H 2.14381 -5.89772 0.53424
H 3.40271 0.24567 0.19565
H 4.76627 -0.80675 0.40934
Br 2.49942 0.95850 -6.82965
C 2.81915 1.54944 -5.06816
C 3.82291 2.47723 -4.82934
C 4.05135 2.91654 -3.53257
C 3.29261 2.42106 -2.48474
C 2.30193 1.47781 -2.73595
C 2.05390 1.04317 -4.03572
C 1.49661 0.88591 -1.64295
O 1.77044 1.23530 -0.37985
O 0.63046 0.05409 -1.84884
H 4.42327 2.84429 -5.65024
H 4.82830 3.64732 -3.34446
H 3.47007 2.76423 -1.47593
H 1.27328 0.31695 -4.21593
Cl 1.52728 1.07039 2.46192
Ge 2.42766 2.82731 1.28362
Cl 2.12953 4.38326 2.74710
Cl 4.53165 2.35656 1.26672
*
```

## Properties
Energy relative to the best compared isomer or geometry (same formula, charge and spin): 38.3 kcal per mole
<S²>: 0.8893
HOMO energy (spin up / spin down): -0.3587 / -0.3593 hartree
E_tot: -226777.54165 eV

Charges computed using Mulliken, reported in e: 1.929, -1.436, 0.093, -0.755, -0.007, 0.001, 1.069, -0.505, -1.015, -0.611, -1.124, 0.190, 0.033, 0.444, 0.388, 0.383, 0.303, -0.058, 0.396, 0.323, 0.351, -0.674, 0.318, 0.431, 0.418, 0.476, -1.082, -0.135, 0.468, -0.062, -0.709, 0.355, 0.348, 0.313, 0.279, 0.243, 0.185, -0.954, -0.598, 0.214, -0.272, 0.009, 0.365, -0.181, -0.204, 0.362, 0.219, 0.333, 0.236, 0.407, -0.024, 0.201, -0.167, -0.248, -0.340, -1.114, 0.167, 0.698, -0.440, 0.249, -0.490, -0.620, 0.426, 0.433, 0.076, 0.626, -0.213, 0.851, -0.271, -0.299